Entry 1:
A single C4H10N2O2 molecule. Source: the OMol25 dataset; level of theory: ωB97M-V/def2-TZVPD.

```
! RIJCOSX wB97M-V def2-TZVPD def2/J DEFGRID3
* xyz 0 1
C 0.833 -2.076 -0.720
C 0.699 -0.972 0.006
C 1.205 -0.840 1.415
C 0.018 0.237 -0.591
O 0.918 1.290 -0.929
N -0.974 0.764 0.380
N -1.703 1.862 -0.352
O -2.082 -0.102 0.429
H 1.343 -2.950 -0.331
H 0.429 -2.151 -1.722
H 0.367 -0.702 2.101
H 1.864 0.026 1.538
H 1.766 -1.727 1.711
H -0.484 -0.037 -1.525
H 1.444 1.502 -0.148
H -2.508 1.035 -0.415
H -1.939 2.596 0.310
H -1.196 2.247 -1.155
*
```

As for the strongest force on any atom: 0.51 eV/Å. Its SMILES is C=C(C)[C@H](O)N([NH3+])[O-]. Its orbital gap is 8.763 eV.

Entry 2:
2 unconnected molecules or ions with the total composition C4H10N2O2 in a non-equilibrium geometry. Source: the OMol25 dataset; level of theory: ωB97M-V/def2-TZVPD.

```
! RIJCOSX wB97M-V def2-TZVPD def2/J DEFGRID3
* xyz 0 1
N 3.153 0.468 -0.623
C 2.442 -0.582 0.049
N 0.976 -0.519 -0.058
C 0.298 0.520 0.077
O 0.013 1.664 0.104
H 2.953 1.378 -0.223
H 2.941 0.493 -1.613
H 2.737 -1.545 -0.368
H 2.708 -0.575 1.109
C -2.322 -0.200 1.064
C -1.770 -0.406 -0.340
O -2.180 0.563 -1.269
H -3.413 -0.200 1.050
H -1.975 -0.996 1.724
H -1.985 0.756 1.464
H -0.617 -0.868 -0.428
H -2.140 -1.364 -0.737
H -1.818 1.414 -0.983
*
```

As for the strongest force on any atom: 3.85 eV/Å. Its SMILES is NCN=C=O.CCO. Its orbital gap is 9.833 eV.

Entry 3:
A molecular structure, C4H10N2O2 in a non-equilibrium geometry. Source: the OMol25 dataset; level of theory: ωB97M-V/def2-TZVPD.

```
! RIJCOSX wB97M-V def2-TZVPD def2/J DEFGRID3
* xyz 0 1
O -0.084 1.276 1.255
C -0.913 0.597 0.593
N -0.679 -0.855 0.610
C 0.627 -1.167 1.302
N 1.773 -0.594 0.696
C -1.118 1.029 -0.910
C -0.003 0.495 -1.733
O 0.031 -0.857 -1.550
H -0.463 -0.973 -0.543
H 0.605 -2.250 1.240
H 0.500 -0.916 2.361
H 1.802 -0.958 -0.241
H 1.730 0.411 0.825
H -2.061 0.620 -1.266
H -1.058 2.117 -0.932
H 0.946 0.941 -1.510
H -0.157 0.731 -2.797
H -1.967 0.679 0.971
*
```

As for the strongest force on any atom: 2.96 eV/Å. Its orbital gap is 6.428 eV.

Entry 4:
A single C4H10N2O2 molecule in a non-equilibrium geometry. Source: the OMol25 dataset; level of theory: ωB97M-V/def2-TZVPD.

```
! RIJCOSX wB97M-V def2-TZVPD def2/J DEFGRID3
* xyz 0 1
C 1.148 -0.792 -1.261
C 0.067 0.095 -0.946
N -0.314 1.061 -1.963
C 0.505 0.815 0.494
O 1.148 1.858 0.679
N 0.293 0.122 1.659
C -0.794 -0.749 1.759
O -2.141 -0.299 1.558
H 0.885 -1.759 -0.992
H 1.346 -0.784 -2.280
H 2.188 -0.722 -0.765
H -0.972 -0.366 -1.044
H 0.297 1.139 -2.778
H -0.424 2.117 -1.729
H 0.472 0.626 2.570
H -0.713 -1.702 1.089
H -0.880 -1.172 2.826
H -2.110 0.511 1.126
*
```

As for the strongest force on any atom: 5.15 eV/Å. Its SMILES is C[C@H](N)C(=O)NCO. Its orbital gap is 10.126 eV.